Molecular formula: C2H11N3
Method: DFT, ωB97M-V with the def2-TZVPD basis set

Summary:
charge = +1
energy relative to the best compared isomer or geometry (same formula, charge and spin) = 38.3 kcal per mole
2S+1 = 2
total energy = -246.67133 Eh
HOMO (alpha / beta) = -12.4 / -12.3 eV
LUMO (alpha / beta) = -3.66 / -8.57 eV
⟨S²⟩ = 0.756
HOMO-LUMO gap (alpha / beta) = 8.7 / 3.8 eV

```
16
Properties=species:S:1:pos:R:3:forces:R:3:mulliken_charge:R:1
C -1.4954 -1.1569 1.5117 2.461 -1.826 1.797 -0.68
N -2.1558 -1.5235 0.3074 -0.122 2.309 -0.727 -0.50
H -1.4055 -2.0783 2.1829 -0.137 1.204 -0.279 0.32
H -0.3683 -0.9227 1.3438 -1.954 0.285 0.227 0.19
H -2.0666 -0.4002 2.0771 0.641 -0.088 -0.476 0.27
H -3.0513 -1.8171 0.5464 -2.180 -0.170 0.299 0.24
H -1.8127 -2.2972 -0.1631 1.460 -1.654 -0.836 0.19
N 1.8506 -0.0962 -1.1051 -4.963 -1.612 -2.073 -0.20
C 0.8275 0.9150 -0.8680 1.420 1.120 2.111 -0.13
N 1.1122 2.0182 0.1495 -1.115 -0.786 -3.259 -0.46
H 1.5177 -0.9605 -1.7705 1.050 2.738 2.314 0.36
H 2.8160 0.0750 -1.1527 1.570 0.592 0.247 0.28
H -0.1361 0.5941 -0.4542 -0.127 -1.432 -0.116 0.25
H 0.4186 1.2470 -1.8595 0.603 0.244 -0.050 0.27
H 0.4310 2.7922 -0.0717 0.670 -1.092 0.599 0.32
H 2.0162 2.4288 -0.0030 0.721 0.169 0.222 0.27
```
Positions in Å, forces in eV/Å.

Molecular formula: C6H7NO4Y
Method: DFT, ωB97M-V with the def2-TZVPD basis set

Summary:
charge = +3
energy relative to the best compared isomer or geometry (same formula, charge and spin) = 0.0 kcal per mole
2S+1 = 1
total energy = -625.67638 Eh
HOMO = -23.6 eV
LUMO = -14.70 eV
HOMO-LUMO gap = 8.9 eV

```
19
Properties=species:S:1:pos:R:3:forces:R:3:mulliken_charge:R:1
Y -0.0286 -0.0398 0.2018 0.231 -3.630 -1.233 0.90
C -0.1638 1.5618 1.9312 -0.763 5.896 5.293 0.32
O -0.3104 2.4597 2.6479 0.758 -4.427 -3.370 0.03
C -0.1120 2.2685 -0.6467 0.184 6.657 -1.191 0.31
O -0.0338 3.4122 -0.7930 -0.429 -5.256 0.475 0.01
C -2.2675 0.7336 0.5347 -6.655 2.840 1.478 0.31
O -3.2761 1.2328 0.8008 4.800 -2.459 -1.353 0.05
C 2.0625 1.1130 0.2727 6.152 4.046 0.699 0.31
O 2.9743 1.8167 0.3783 -4.301 -3.445 -0.560 0.05
C -0.1394 -1.7339 -1.9488 -0.011 0.842 -0.147 -0.74
H 0.8056 -2.2803 -1.7864 -0.323 0.225 -0.301 0.44
H -1.0585 -2.2681 -1.6506 0.271 0.180 -0.394 0.46
C -0.1700 -0.4765 -2.4852 0.036 -0.690 0.608 -0.63
H -1.1076 0.0655 -2.6694 0.110 -0.351 -0.119 0.47
H 0.7415 0.0624 -2.7781 -0.132 -0.367 -0.151 0.46
N 0.4626 -1.7907 1.8027 -0.105 0.615 -0.368 -0.83
H -0.3958 -2.1500 2.2425 0.423 -0.171 0.145 0.36
H 1.0520 -1.3912 2.5452 -0.123 -0.604 0.083 0.36
H 0.9650 -2.5955 1.4005 -0.123 0.100 0.408 0.36
```
Positions in Å, forces in eV/Å.

Molecular formula: C3H12NOS
Method: DFT, ωB97M-V with the def2-TZVPD basis set

Summary:
charge = +1
energy relative to the best compared isomer or geometry (same formula, charge and spin) = 11.9 kcal per mole
2S+1 = 1
total energy = -649.43175 Eh
HOMO = -12.3 eV
LUMO = -3.43 eV
HOMO-LUMO gap = 8.8 eV

```
18
Properties=species:S:1:pos:R:3:forces:R:3:mulliken_charge:R:1
C -0.0496 0.1107 -1.2288 -0.885 -0.530 -0.336 -0.57
C 0.5137 0.3378 0.1544 -0.050 -0.482 0.823 -0.35
C 1.9261 0.9400 0.0850 -0.593 0.351 0.129 -0.89
S 2.9660 0.7016 1.5456 0.057 -0.305 0.116 -0.18
N -1.1777 -0.9291 -1.2470 0.447 -1.831 1.856 -0.22
H -0.4947 1.0137 -1.6382 0.231 0.037 -0.175 0.28
H 0.6597 -0.3442 -1.9164 0.296 0.516 -0.040 0.37
H 0.5619 -0.5927 0.7332 0.197 -0.200 -0.365 0.44
H -0.1882 0.9237 0.7496 0.155 0.403 -0.133 0.28
H 1.8769 2.0151 -0.0788 0.024 -0.067 -0.376 0.39
H 2.4169 0.4579 -0.7588 0.410 0.183 0.091 0.33
H 2.5382 1.7369 2.2871 -0.102 -0.037 -0.205 0.14
H -1.6461 -1.1151 -0.3063 -0.171 1.636 -0.598 0.19
H -1.8440 -0.8689 -2.0052 -0.249 0.349 -0.118 0.36
H -0.7652 -1.8685 -1.3000 0.320 0.233 -0.716 0.43
H -2.6994 -1.5777 1.6719 -0.207 -0.137 0.189 0.33
H -2.1916 -0.1791 1.9917 0.092 0.248 0.181 0.32
O -2.4030 -0.7619 1.2609 0.029 -0.371 -0.322 -0.67
```
Positions in Å, forces in eV/Å.

Molecular formula: C5H10O
Method: DFT, ωB97M-V with the def2-TZVPD basis set

Summary:
charge = 0
energy relative to the best compared isomer or geometry (same formula, charge and spin) = 9.9 kcal per mole
2S+1 = 1
total energy = -271.73679 Eh
HOMO = -9.8 eV
structure (SMILES) = CC(C)CC=O
LUMO = 1.05 eV
HOMO-LUMO gap = 10.8 eV

```
16
Properties=species:S:1:pos:R:3:forces:R:3:mulliken_charge:R:1
C 1.8337 0.0925 -0.2649 0.039 0.007 -0.039 -1.52
C 0.4039 0.2431 0.2449 -0.232 -0.013 0.016 0.55
C -0.4127 1.2305 -0.5852 -0.925 0.086 -0.258 -1.30
C -1.7403 -0.8344 0.7320 -0.711 -0.742 0.099 -0.07
O -2.7540 -1.1191 0.1338 0.555 0.273 0.418 -0.48
C -0.3528 -1.0872 0.2438 0.093 -0.078 -0.158 -0.52
H 2.3560 1.0555 -0.2580 -0.073 -0.132 -0.014 0.39
H 1.8398 -0.2888 -1.2922 -0.012 0.063 0.102 0.35
H 2.4070 -0.6074 0.3536 -0.100 0.104 -0.061 0.36
H 0.4488 0.6118 1.2810 -0.054 -0.075 -0.141 0.21
H -0.3890 0.9751 -1.6469 0.369 -0.027 -0.079 0.33
H -0.0432 2.2437 -0.4608 -0.055 0.176 -0.061 0.37
H -1.7766 -0.3826 1.7501 -0.186 0.078 -0.150 0.33
H -1.5212 1.2043 -0.3850 1.141 0.214 0.266 0.34
H 0.1170 -1.8150 0.9118 0.052 -0.003 0.031 0.37
H -0.4164 -1.5221 -0.7579 0.100 0.070 0.029 0.29
```
Positions in Å, forces in eV/Å.